65
Properties=species:S:1:pos:R:3 method="wB97M-V/def2-TZVPD" lumo_ev=0.666 total_charge=0 homo_lumo_gap_ev=8.82 smiles="CCN[C@@H]1CNC(=O)C1.CCN(CC)CC.CCN(CC)CC"
C 1.40551 1.46622 -4.19928
C 2.26820 1.44166 -5.46912
N 3.52289 0.73614 -5.26498
C 4.66579 1.46119 -4.72180
C 5.12194 0.83876 -3.33922
N 5.24783 1.90449 -2.33711
C 5.01828 3.15740 -2.99777
O 5.20235 4.24939 -2.48388
C 4.49818 2.92398 -4.40766
H 0.91389 2.42360 -4.08589
H 0.66740 0.67777 -4.22096
H 2.04536 1.27008 -3.34831
H 2.39705 2.44496 -5.86303
H 1.72843 0.89189 -6.23023
H 3.76996 0.18722 -6.06477
H 5.51006 1.30509 -5.37953
H 6.06995 0.33886 -3.48375
H 4.39083 0.11100 -3.02305
H 4.46712 1.81583 -1.69710
H 3.50108 3.34234 -4.43696
H 5.08665 3.56210 -5.05764
C -2.22415 -2.62332 -2.01817
C -1.64206 -1.42697 -1.28101
N -2.10509 -0.15503 -1.79947
C -1.34857 0.97658 -1.29571
C -1.42143 1.27616 0.20682
C -3.54590 0.01438 -1.84970
C -4.33147 -0.11708 -0.53726
H -2.03514 -2.54852 -3.08962
H -1.75960 -3.53980 -1.65307
H -3.29922 -2.71996 -1.86298
H -0.55535 -1.45451 -1.39615
H -1.84354 -1.54417 -0.20346
H -1.64997 1.86799 -1.85269
H -0.29952 0.81006 -1.56133
H -2.37343 1.72401 0.48743
H -0.64042 1.98781 0.48133
H -1.27033 0.37946 0.80860
H -3.94451 -0.71216 -2.56200
H -3.75398 0.98896 -2.29729
H -4.00694 -0.97717 0.05047
H -5.39246 -0.25378 -0.75514
H -4.24383 0.77246 0.08392
C -2.58542 -1.97654 3.22849
C -1.37927 -2.24581 4.11389
N -0.66311 -1.03824 4.47609
C 0.63533 -1.29396 5.07246
C 0.68322 -2.01394 6.42605
C -1.46105 0.00059 5.10195
C -2.21612 -0.34800 6.39224
H -2.29791 -1.40939 2.34127
H -3.02026 -2.92105 2.89907
H -3.36680 -1.42553 3.75263
H -0.68416 -2.88638 3.56489
H -1.70777 -2.82632 4.99136
H 1.16247 -0.34022 5.15808
H 1.21067 -1.88270 4.35118
H 0.37844 -1.36539 7.24596
H 1.70586 -2.33479 6.63320
H 0.05388 -2.90405 6.43938
H -2.18823 0.35390 4.36668
H -0.80845 0.85713 5.28556
H -2.72760 -1.30863 6.31993
H -2.97604 0.41086 6.58796
H -1.55948 -0.37691 7.26017